Record 1
A 2-piece molecular cluster, C4H13N4 overall, computed with ωB97M-V with the def2-TZVPD basis set.

Structure (XYZ):
```
21
Properties=species:S:1:pos:R:3:lowdin_charge:R:1
C 2.639 2.284 -1.773 -0.078
N 1.324 1.988 -1.242 -0.047
C 1.072 1.925 0.074 -0.324
N -0.105 1.747 0.565 0.033
H 2.555 2.967 -2.607 0.085
H 3.234 2.775 -1.004 0.085
H 3.175 1.388 -2.087 0.080
H 0.509 1.937 -1.832 0.139
H 1.944 2.025 0.724 0.131
H -0.083 1.974 1.552 0.047
C -1.492 -2.480 0.913 -0.108
C -1.242 -1.255 0.439 -0.208
N -2.156 -0.295 0.182 0.093
N -0.388 -3.464 0.982 0.173
H -2.447 -2.884 1.200 0.118
H -0.216 -0.946 0.269 0.113
H -1.824 0.661 0.335 0.056
H -3.065 -0.446 0.597 0.111
H -0.482 -4.223 0.305 0.169
H -0.331 -3.881 1.912 0.169
H 0.511 -3.015 0.806 0.163
```

Computed properties:
net charge: +1
highest occupied orbital energy: -11.85 eV

Record 2
C35H44Cl2NOP3Re as an isolated structure in a non-equilibrium geometry, computed with ωB97M-V with the def2-TZVPD basis set.

Structure (XYZ):
```
87
Properties=species:S:1:pos:R:3:lowdin_spin:R:1
P -0.305 3.696 -1.760 0.314
C -2.107 3.474 -1.649 0.104
C -2.440 4.748 -1.105 0.112
H -1.700 5.242 -0.472 0.003
C -3.541 5.433 -1.573 -0.008
H -3.653 6.481 -1.318 -0.002
C -4.458 4.756 -2.388 0.117
H -5.317 5.305 -2.766 0.005
C -4.279 3.404 -2.703 0.041
H -5.057 2.909 -3.291 0.001
C -3.115 2.713 -2.313 0.035
H -3.003 1.640 -2.497 0.000
C 0.415 3.359 -0.060 0.076
C -0.226 3.326 1.204 0.018
H -1.299 3.074 1.310 0.000
C 0.513 3.644 2.358 0.004
H 0.032 3.722 3.322 0.001
C 1.878 3.932 2.280 0.019
H 2.424 4.268 3.160 0.001
C 2.535 3.791 1.071 0.000
H 3.584 4.017 0.974 0.000
C 1.824 3.402 -0.062 0.026
H 2.358 3.261 -1.003 0.000
C 0.328 2.280 -2.885 0.028
C 0.724 3.257 -3.810 0.056
H 0.389 4.298 -3.603 0.024
C 1.590 3.010 -4.860 0.008
H 1.889 3.848 -5.473 0.000
C 2.021 1.703 -5.065 0.007
H 2.689 1.501 -5.900 0.001
C 1.592 0.677 -4.218 0.008
H 1.924 -0.336 -4.442 0.000
C 0.749 0.929 -3.096 0.002
H 0.397 0.065 -2.508 0.001
Re -1.357 -2.319 1.050 1.437
C 0.630 -2.340 2.051 -0.028
C 1.541 -1.366 1.839 0.061
H 0.825 -3.201 2.718 -0.003
C 1.118 -0.298 0.828 0.027
O 2.021 -0.360 -0.318 0.015
H 1.837 0.408 -0.909 0.001
C -0.169 -0.786 0.459 0.139
H 0.999 0.751 1.140 0.006
C -1.390 -0.863 -0.036 0.048
Cl -1.712 -4.480 1.952 0.090
Cl -3.766 -2.456 0.068 0.049
P -2.375 -1.094 2.670 0.068
C -3.866 -1.970 3.248 0.009
H -3.555 -2.933 3.666 0.000
H -4.487 -2.166 2.365 0.000
H -4.403 -1.347 3.966 0.000
C -1.374 -0.862 4.185 0.020
H -0.538 -0.184 3.977 0.000
H -0.969 -1.834 4.490 0.000
H -1.991 -0.445 4.994 0.002
C -3.014 0.617 2.423 0.006
H -3.443 0.700 1.419 0.000
H -2.210 1.359 2.535 0.001
H -3.800 0.837 3.167 0.000
P 3.153 -1.390 2.620 0.010
C 3.019 -2.710 3.808 0.000
C 3.446 0.195 3.385 0.003
H 2.767 -3.641 3.277 0.000
H 2.236 -2.454 4.542 0.000
H 4.009 -2.777 4.281 0.000
H 3.411 1.022 2.658 0.000
H 4.449 0.141 3.832 0.000
H 2.705 0.372 4.178 0.000
C 4.362 -1.742 1.350 0.004
H 4.201 -2.761 0.964 0.000
H 5.345 -1.681 1.838 0.000
H 4.292 -1.019 0.519 0.000
H -1.828 -0.033 -0.522 0.002
C 0.668 -5.987 -3.920 0.001
C 0.200 -4.983 -2.934 0.005
C -1.097 -5.063 -2.443 -0.001
C -1.494 -4.224 -1.421 0.005
N -0.609 -3.422 -0.810 0.004
C 0.600 -3.184 -1.376 0.011
C 1.039 -3.992 -2.417 0.000
H 0.613 -6.990 -3.489 0.000
H 0.020 -5.994 -4.811 0.000
H 1.690 -5.796 -4.227 0.000
H -1.820 -5.769 -2.812 0.000
H -2.522 -4.157 -1.074 0.001
H 1.196 -2.328 -1.007 0.003
H 2.041 -3.832 -2.795 0.000
```

Computed properties:
net charge: +2
spin multiplicity: 4
highest occupied orbital energy (alpha / beta): -11.80 / -13.05 eV

Record 3
A 11-piece molecular cluster, C5H35N2O10 overall in a non-equilibrium geometry, computed with ωB97M-V with the def2-TZVPD basis set.

Structure (XYZ):
```
52
Properties=species:S:1:pos:R:3:lowdin_charge:R:1
C 0.500 -1.542 -1.280 -0.208
N 0.735 -2.372 -2.628 -0.081
C 1.059 -3.729 -2.088 -0.116
C 0.608 -0.082 -1.484 -0.296
N -0.768 0.310 -2.176 0.193
C 1.039 2.277 -0.366 -0.110
C 0.682 0.794 -0.187 -0.181
H -0.425 -1.890 -0.720 0.110
H 1.368 -1.826 -0.507 0.141
H 1.518 -1.843 -3.034 0.062
H 0.196 -4.256 -1.696 0.078
H 1.706 -3.541 -1.306 0.025
H 1.506 -4.294 -2.951 0.103
H 1.357 0.203 -2.247 0.128
H -1.548 -0.014 -1.572 0.057
H -0.720 -0.425 -2.978 0.184
H -0.704 1.331 -2.364 0.145
H 0.220 3.009 -0.539 0.037
H 1.839 2.457 -1.148 0.110
H 1.512 2.626 0.438 -0.001
H 1.553 0.218 0.436 0.153
H -0.249 0.704 0.431 0.102
H 4.202 -0.793 -1.902 0.054
H 3.941 -0.150 -3.136 0.115
O 3.450 -0.825 -2.523 -0.091
H 0.968 1.918 2.417 0.130
H 0.077 2.377 3.565 0.060
O 0.387 2.771 2.729 -0.098
H -3.827 0.982 -1.374 0.147
H -2.644 0.964 -0.260 -0.016
O -2.979 0.600 -0.994 -0.036
H -3.033 -2.895 -1.624 0.020
H -3.192 -1.418 -1.551 0.004
O -2.754 -2.118 -2.039 -0.011
H -1.277 -0.546 3.991 -0.001
H -2.676 -0.255 4.402 0.108
O -2.059 -0.131 3.596 -0.092
H -2.135 -0.831 1.674 0.063
H -2.682 -1.686 0.497 -0.016
O -2.059 -1.070 0.699 -0.035
H -1.316 4.669 1.445 0.125
H -0.965 3.286 1.654 -0.005
O -1.590 3.750 1.059 -0.110
H 1.092 -1.143 3.397 0.081
H 1.347 -1.243 4.906 -0.072
O 0.704 -1.197 4.346 -0.017
H -1.504 4.003 -0.738 0.049
H -0.917 4.591 -2.098 0.075
O -1.023 3.742 -1.604 -0.135
H 3.202 -2.606 3.075 -0.003
H 3.377 -1.081 3.381 0.047
O 2.901 -1.779 2.979 0.024
```

Computed properties:
net charge: +1
highest occupied orbital energy: -11.72 eV